Entry 1:
A molecular structure, C26H67CrF6N6O11S2 at a distorted geometry, computed with ωB97M-V/def2-TZVPD.

Geometry (Å):
1 Cr 4.55 1.81 -0.54
2 C 4.30 -2.10 1.47
3 F 3.83 -2.74 0.46
4 F 4.13 -2.78 2.65
5 F 5.59 -1.73 1.26
6 S 3.25 -0.42 1.66
7 O 1.97 -0.83 2.19
8 O 4.07 0.40 2.54
9 N 3.18 0.46 0.13
10 S 1.80 0.03 -0.58
11 O 1.74 0.58 -1.89
12 O 1.66 -1.46 -0.62
13 C 0.18 0.65 0.44
14 F 0.57 1.35 1.51
15 F -0.62 1.44 -0.30
16 F -0.54 -0.36 0.93
17 C -2.74 3.23 -2.01
18 C -3.84 4.16 -2.50
19 C -5.10 3.37 -3.01
20 O -4.71 2.51 -4.05
21 C -5.71 1.68 -4.67
22 N -4.38 5.10 -1.51
23 H -1.95 3.87 -1.60
24 H -2.28 2.73 -2.85
25 H -2.96 2.50 -1.24
26 H -3.40 4.73 -3.32
27 H -5.76 4.15 -3.40
28 H -5.61 2.87 -2.18
29 H -6.27 1.16 -3.89
30 H -5.28 0.89 -5.29
31 H -6.40 2.25 -5.30
32 H -5.39 5.07 -1.49
33 H -4.19 6.05 -1.78
34 C 2.84 4.03 2.94
35 C 2.93 3.27 1.58
36 C 1.96 3.95 0.59
37 O 2.07 3.24 -0.66
38 C 1.45 3.86 -1.80
39 N 4.29 3.23 1.11
40 H 3.36 4.98 2.92
41 H 3.18 3.40 3.76
42 H 1.80 4.13 3.25
43 H 2.49 2.29 1.76
44 H 2.21 5.00 0.40
45 H 0.94 4.11 0.93
46 H 0.37 3.77 -1.71
47 H 1.56 3.13 -2.60
48 H 1.71 4.91 -1.96
49 H 4.53 4.20 1.04
50 H 4.81 2.99 1.94
51 C -3.15 0.88 2.87
52 C -3.97 1.58 1.71
53 C -5.34 0.91 1.29
54 O -6.43 1.39 2.05
55 C -7.69 0.71 1.69
56 N -4.08 3.00 2.14
57 H -2.88 -0.15 2.63
58 H -3.64 1.03 3.83
59 H -2.28 1.52 2.98
60 H -3.35 1.59 0.81
61 H -5.23 -0.14 1.57
62 H -5.37 0.96 0.20
63 H -7.87 0.57 0.63
64 H -8.52 1.27 2.13
65 H -7.64 -0.31 2.08
66 H -4.16 3.57 1.31
67 H -4.92 3.16 2.68
68 C -2.45 -4.65 -2.72
69 C -2.97 -4.02 -1.42
70 C -3.23 -2.48 -1.68
71 O -2.04 -1.79 -2.19
72 C -2.22 -0.36 -2.47
73 N -4.14 -4.82 -1.19
74 H -2.22 -5.69 -2.52
75 H -1.55 -4.19 -3.14
76 H -3.21 -4.63 -3.51
77 H -2.28 -4.14 -0.59
78 H -3.41 -1.97 -0.74
79 H -4.13 -2.46 -2.30
80 H -3.04 -0.24 -3.18
81 H -1.31 0.04 -2.93
82 H -2.34 0.02 -1.46
83 H -4.22 -5.07 -0.21
84 H -4.13 -5.74 -1.59
85 C 8.58 0.25 0.13
86 C 7.28 0.80 -0.48
87 C 6.69 -0.22 -1.41
88 O 5.45 0.22 -1.86
89 C 4.82 -0.80 -2.56
90 N 6.43 1.17 0.61
91 H 9.24 -0.15 -0.64
92 H 8.50 -0.50 0.91
93 H 9.18 1.02 0.60
94 H 7.52 1.69 -1.05
95 H 6.63 -1.18 -0.89
96 H 7.40 -0.27 -2.23
97 H 5.42 -1.19 -3.38
98 H 3.83 -0.48 -2.90
99 H 4.60 -1.62 -1.88
100 H 6.78 1.91 1.20
101 H 6.52 0.41 1.27
102 C -1.20 -3.39 2.01
103 C -0.91 -3.01 3.38
104 O -2.14 -2.74 4.08
105 H -1.17 -4.48 1.96
106 H -0.54 -3.03 1.22
107 H -2.13 -2.98 1.63
108 H -0.29 -2.11 3.35
109 H -0.36 -3.73 3.99
110 H -2.42 -1.82 4.05
111 C 3.34 -6.00 1.10
112 C 2.83 -6.85 2.24
113 O 1.57 -7.26 1.69
114 H 2.78 -5.08 0.88
115 H 3.52 -6.52 0.16
116 H 4.27 -5.55 1.46
117 H 2.81 -6.29 3.17
118 H 3.48 -7.71 2.40
119 H 0.91 -6.96 2.31

As for the spin multiplicity: 6. Its HOMO energy (alpha / beta) is -12.434 / -12.433 eV. For the energy, the calculation gives -125885.71435 eV. The charge is +2. The calculation puts the orbital gap (alpha / beta) at 6.89 / 2.37 eV. Its expectation value of S² is 8.766.



Entry 2:
11 unconnected molecules or ions with the total composition C26H67N7O13 at a distorted geometry, computed with ωB97M-V/def2-TZVPD.

Geometry (Å):
1 C -10.91 10.62 -1.22
2 C -11.30 10.20 0.20
3 N -10.60 10.64 1.26
4 O -12.30 9.52 0.31
5 H -11.32 9.94 -1.96
6 H -9.83 10.72 -1.29
7 H -11.52 11.52 -1.33
8 H -10.96 10.59 2.20
9 H -9.59 10.72 1.16
10 C -12.53 5.56 0.94
11 C -12.87 6.22 2.17
12 N -13.50 7.39 2.03
13 O -12.65 5.65 3.22
14 H -12.57 6.08 -0.02
15 H -13.11 4.63 0.93
16 H -11.47 5.42 1.16
17 H -13.34 8.00 1.25
18 H -13.90 7.81 2.86
19 C -9.56 1.90 1.22
20 C -8.37 1.91 0.27
21 N -7.17 1.51 0.71
22 O -8.51 2.29 -0.88
23 H -10.48 1.63 0.72
24 H -9.51 2.95 1.53
25 H -9.36 1.23 2.05
26 H -6.38 1.56 0.09
27 H -7.04 1.41 1.71
28 C -12.33 7.97 -4.11
29 C -11.66 6.65 -4.05
30 N -12.01 5.61 -4.78
31 O -10.59 6.56 -3.41
32 H -12.91 8.31 -3.25
33 H -13.00 8.06 -4.97
34 H -11.65 8.79 -4.35
35 H -11.47 4.77 -4.67
36 H -12.77 5.73 -5.44
37 C -5.61 4.77 1.18
38 C -4.90 5.92 1.86
39 N -5.42 6.52 2.97
40 O -3.75 6.18 1.49
41 H -6.12 4.20 1.96
42 H -4.83 4.28 0.61
43 H -6.31 5.14 0.44
44 H -6.30 6.19 3.37
45 H -5.04 7.37 3.35
46 C -9.00 7.51 -0.33
47 C -8.98 6.01 -0.34
48 N -8.95 5.29 -1.47
49 O -8.87 5.39 0.71
50 H -9.16 8.03 -1.28
51 H -8.00 7.83 -0.03
52 H -9.67 7.76 0.50
53 H -9.40 5.67 -2.30
54 H -8.80 4.30 -1.40
55 C -5.23 1.65 -4.01
56 C -5.36 3.18 -3.83
57 N -6.43 3.61 -3.14
58 O -4.55 3.90 -4.33
59 H -5.89 1.15 -4.72
60 H -5.46 1.07 -3.12
61 H -4.26 1.28 -4.34
62 H -6.54 4.59 -2.89
63 H -7.05 2.87 -2.84
64 C -11.41 1.28 -2.28
65 C -11.06 1.54 -3.72
66 C -9.68 2.24 -4.00
67 C -9.48 2.57 -5.58
68 C -8.74 1.40 -6.31
69 C -9.01 1.35 -7.83
70 H -10.88 2.01 -1.67
71 H -11.03 0.34 -1.88
72 H -12.48 1.37 -2.10
73 H -11.41 0.80 -4.45
74 H -11.73 2.35 -4.01
75 H -8.75 1.76 -3.70
76 H -9.65 3.10 -3.33
77 H -10.39 2.96 -6.04
78 H -8.75 3.38 -5.64
79 H -7.70 1.56 -6.01
80 H -9.01 0.44 -5.88
81 H -10.01 0.94 -7.96
82 H -8.96 2.30 -8.35
83 H -8.29 0.68 -8.31
84 O -4.87 6.53 -2.24
85 C -5.71 7.50 -1.55
86 C -5.27 8.98 -1.86
87 O -6.36 9.86 -1.64
88 H -4.86 6.87 -3.14
89 H -6.74 7.37 -1.87
90 H -5.58 7.20 -0.51
91 H -5.06 9.07 -2.93
92 H -4.42 9.35 -1.29
93 H -6.71 10.04 -2.51
94 O -6.36 10.87 2.99
95 C -6.89 12.04 2.41
96 C -7.11 11.88 0.90
97 O -7.80 10.70 0.57
98 H -6.74 10.06 2.64
99 H -7.81 12.36 2.91
100 H -6.27 12.90 2.65
101 H -6.16 11.99 0.39
102 H -7.72 12.73 0.59
103 H -7.32 10.26 -0.14
104 O -8.75 3.65 5.12
105 C -8.93 4.95 5.53
106 C -9.14 5.82 4.25
107 O -8.23 5.65 3.22
108 H -8.20 3.69 4.33
109 H -9.78 4.93 6.21
110 H -8.08 5.30 6.12
111 H -9.08 6.91 4.35
112 H -10.01 5.44 3.71
113 H -8.65 5.53 2.36

Its HOMO energy is -9.054 eV. For the energy, the calculation gives -65098.48643 eV. The calculation puts the orbital gap at 9.04 eV. The energy relative to the best compared isomer or geometry (same formula, charge and spin) is 0.0 kcal per mole.



- Which of these has the lowest energy?
  C26H67CrF6N6O11S2



- Which of these has the highest energy?
  C26H67N7O13